No. 1
Computed, not measured: a 7-piece molecular cluster, C26H54N4O15P overall, with the ωB97M-V functional and the def2-TZVPD basis.

Structure (XYZ):
```
100
Properties=species:S:1:pos:R:3:mulliken_charge:R:1
N -1.157 1.834 1.870 -0.137
C -2.266 2.618 2.069 0.108
N -2.441 4.059 2.494 -0.306
C -3.946 4.242 2.455 -0.121
N -4.526 2.890 2.042 0.027
P -6.256 2.441 1.861 0.928
O -6.433 0.880 2.222 -0.599
O -7.126 3.450 3.035 -0.501
O -6.888 2.648 0.251 -0.468
N -3.580 1.907 1.791 0.257
H -0.393 1.804 2.607 0.232
H -1.079 1.192 1.028 0.231
H -4.524 5.235 2.701 0.365
H -6.488 3.475 3.832 0.355
H -7.635 1.967 0.111 0.373
H -3.750 0.908 1.475 0.464
O 2.391 3.886 1.105 -0.508
C 1.833 4.978 1.116 0.771
O 2.198 5.942 0.239 -0.389
C 1.483 7.175 0.036 -0.351
C 1.925 8.228 1.031 -0.946
C 0.803 5.303 2.157 -0.687
H 0.401 7.010 0.048 0.328
H 1.730 7.512 -0.976 0.313
H 1.707 7.926 2.060 0.265
H 1.422 9.180 0.836 0.350
H 3.008 8.382 0.970 0.305
H 1.304 5.653 3.063 0.304
H 0.243 4.389 2.386 -0.116
H 0.066 6.035 1.835 0.324
O -3.941 1.093 -0.700 -0.624
C -4.185 1.177 -1.899 0.753
O -5.270 0.561 -2.422 -0.365
C -5.754 0.758 -3.764 -0.383
C -5.045 -0.163 -4.735 -0.976
C -3.240 1.883 -2.826 -1.047
H -5.690 1.810 -4.056 0.352
H -6.820 0.508 -3.747 0.314
H -3.970 0.045 -4.775 0.269
H -5.455 -0.052 -5.743 0.368
H -5.153 -1.207 -4.423 0.301
H -2.450 1.192 -3.130 0.216
H -2.793 2.727 -2.288 0.316
H -3.719 2.307 -3.706 0.385
O 6.794 -0.792 3.262 -0.587
C 6.560 0.212 2.598 0.718
O 5.311 0.729 2.554 -0.359
C 4.974 2.003 1.974 -0.274
C 4.727 1.871 0.485 -0.833
C 7.628 0.834 1.747 -0.864
H 5.729 2.757 2.211 0.293
H 4.049 2.330 2.462 0.224
H 5.624 1.533 -0.043 0.316
H 4.414 2.828 0.058 0.274
H 3.947 1.126 0.290 0.253
H 7.667 0.318 0.784 0.224
H 8.591 0.715 2.258 0.299
H 7.500 1.902 1.589 0.314
O -0.282 -0.075 4.063 -0.631
C -1.168 -0.918 3.968 0.728
O -0.856 -2.218 3.762 -0.339
C -1.797 -3.306 3.833 -0.438
C -2.501 -3.499 2.507 -0.679
C -2.613 -0.517 3.982 -0.575
H -2.494 -3.170 4.666 0.361
H -1.215 -4.204 4.064 0.322
H -3.088 -2.618 2.230 0.112
H -3.173 -4.362 2.547 0.415
H -1.772 -3.657 1.705 0.143
H -2.914 -0.220 2.974 -0.184
H -2.729 0.338 4.658 0.347
H -3.282 -1.289 4.355 0.351
O -2.269 -2.641 -0.601 -0.513
C -1.611 -3.415 -1.288 0.813
O -1.657 -4.747 -1.054 -0.376
C -1.086 -5.748 -1.918 -0.548
C 0.377 -5.970 -1.595 -0.603
C -0.672 -2.899 -2.338 -0.918
H -1.254 -5.503 -2.971 0.365
H -1.640 -6.673 -1.725 0.328
H 0.968 -5.064 -1.762 0.066
H 0.792 -6.772 -2.213 0.408
H 0.501 -6.238 -0.541 0.267
H 0.284 -2.645 -1.872 0.227
H -1.108 -1.995 -2.779 0.187
H -0.510 -3.589 -3.163 0.351
O 2.887 -7.059 -2.676 -0.562
C 3.820 -6.281 -2.851 0.837
O 3.718 -4.991 -2.455 -0.373
C 4.813 -4.056 -2.431 -0.388
C 4.987 -3.392 -3.782 -0.956
C 5.053 -6.715 -3.587 -1.111
H 5.731 -4.531 -2.073 0.353
H 4.552 -3.294 -1.689 0.303
H 5.238 -4.121 -4.559 0.273
H 5.781 -2.640 -3.744 0.369
H 4.056 -2.906 -4.093 0.283
H 4.885 -6.610 -4.663 0.271
H 5.242 -7.769 -3.354 0.323
H 5.952 -6.176 -3.299 0.349
```

Values from the calculation:
Frontier orbital gap = 6.75 eV
Lowest unoccupied orbital energy = -4.4 eV
Strongest force on any atom = 0.1389 Eh/bohr
Net charge = +1
HOMO level = -11.2 eV


No. 2
Computed, not measured: C26H55BF2IN3O3Si as an isolated structure, with the ωB97M-V functional and the def2-TZVPD basis.

Structure (XYZ):
```
92
Properties=species:S:1:pos:R:3:mulliken_charge:R:1
C -2.451 -1.090 1.368 -1.555
C -1.712 0.195 1.703 0.507
C -0.343 -0.010 2.398 -0.567
I 1.026 1.512 1.673 0.065
B 0.415 -1.342 2.112 -0.265
C 1.550 -1.844 3.130 1.372
F 2.325 -0.778 3.521 -0.361
F 0.838 -2.198 4.270 -0.361
C 2.485 -2.995 2.776 -1.245
C 2.317 -3.686 1.417 -0.905
Si 3.143 -2.878 -0.081 0.319
C 4.776 -2.046 0.341 -0.711
C 1.992 -1.637 -0.909 -0.647
C 3.456 -4.216 -1.377 0.382
C 2.708 -5.399 -1.438 -0.278
C 2.940 -6.343 -2.438 -0.670
C 3.925 -6.115 -3.396 -0.376
C 4.685 -4.946 -3.357 -0.745
C 4.443 -4.014 -2.352 -0.230
H -2.452 -1.819 2.176 0.336
H -1.986 -1.561 0.506 0.323
H -3.474 -0.890 1.068 0.392
H -2.328 0.772 2.394 0.203
H -1.624 0.812 0.818 -0.209
H -0.428 0.211 3.455 0.529
H 0.148 -1.980 1.156 -0.250
H 2.368 -3.743 3.556 0.413
H 3.498 -2.624 2.892 0.360
H 1.283 -3.936 1.198 0.638
H 2.820 -4.652 1.505 0.545
H 5.016 -2.009 1.400 0.474
H 5.617 -2.505 -0.170 0.461
H 4.726 -1.019 -0.019 -0.223
H 0.993 -2.071 -0.909 0.354
H 2.288 -1.436 -1.933 0.535
H 1.927 -0.712 -0.339 -0.241
H 1.937 -5.590 -0.706 0.311
H 2.359 -7.251 -2.485 0.394
H 4.094 -6.845 -4.171 0.365
H 5.441 -4.767 -4.103 0.401
H 5.018 -3.100 -2.324 0.286
C 3.890 3.617 -1.746 -1.477
C 3.593 2.479 -2.717 0.339
C 3.711 1.079 -2.099 0.034
O 5.033 0.618 -1.893 -0.391
C 5.670 1.109 -0.728 -0.931
N 4.430 2.637 -3.910 -0.741
H 4.961 3.758 -1.598 0.322
H 3.497 4.555 -2.138 0.365
H 3.430 3.439 -0.771 0.307
H 2.550 2.586 -3.031 0.427
H 3.266 0.366 -2.798 0.057
H 3.142 1.014 -1.163 -0.013
H 4.961 1.219 0.100 0.376
H 6.166 2.065 -0.913 0.272
H 6.432 0.385 -0.441 0.309
H 4.143 1.964 -4.615 0.288
H 5.377 2.360 -3.665 0.318
C -3.651 0.883 -2.758 -1.579
C -2.689 1.849 -2.073 0.676
C -2.603 3.231 -2.734 -0.906
O -1.862 3.275 -3.937 -0.357
C -2.553 2.847 -5.095 -0.692
N -1.376 1.209 -1.953 -0.530
H -3.216 0.443 -3.655 0.303
H -3.895 0.060 -2.087 0.318
H -4.583 1.379 -3.036 0.383
H -3.067 2.018 -1.059 0.315
H -2.072 3.898 -2.049 0.355
H -3.603 3.658 -2.889 0.452
H -3.608 3.135 -5.061 0.314
H -2.474 1.766 -5.235 0.243
H -2.086 3.331 -5.952 0.261
H -0.770 1.794 -1.383 0.155
H -0.942 1.217 -2.873 0.292
C -6.042 3.325 5.385 -1.390
C -6.954 2.885 4.244 0.377
C -7.110 1.364 4.111 -0.742
O -6.000 0.694 3.546 -0.344
C -4.930 0.432 4.434 -0.531
N -6.494 3.508 2.999 -0.702
H -4.988 3.225 5.126 0.284
H -6.214 4.375 5.617 0.343
H -6.230 2.744 6.291 0.345
H -7.952 3.277 4.458 0.407
H -7.938 1.170 3.424 0.331
H -7.376 0.908 5.074 0.393
H -5.289 0.196 5.439 0.332
H -4.239 1.278 4.477 0.166
H -4.380 -0.425 4.044 0.186
H -7.170 3.330 2.262 0.276
H -5.655 3.019 2.698 0.278
```

Values from the calculation:
Frontier orbital gap = 8.70 eV
Lowest unoccupied orbital energy = -0.4 eV
Strongest force on any atom = 0.0151 Eh/bohr
Net charge = 0
HOMO level = -9.1 eV